(1)
DFT (ωB97M-V/def2-TZVPD) results for a structure of composition C34H32ClN3O7PReS2 at a distorted geometry.

```
81
Properties=species:S:1:pos:R:3:lowdin_spin:R:1
Re -0.16 -0.01 -0.20 2.4092
C -1.83 7.61 -0.64 0.0000
O -1.27 6.44 -0.09 0.0010
C -0.47 6.54 1.01 0.0024
C -0.10 7.72 1.65 -0.0004
C 0.73 7.67 2.76 0.0034
C 1.23 6.46 3.20 -0.0002
C 0.90 5.28 2.55 0.0030
C 0.03 5.31 1.48 -0.0003
N -0.35 4.19 0.72 0.0156
C -0.17 2.87 0.91 0.0204
N -0.09 2.42 2.17 0.0237
C 0.17 1.14 2.65 0.0481
C 0.29 0.02 1.83 -0.0185
C 0.54 -1.22 2.45 0.0572
C 0.66 -1.31 3.82 -0.0052
C 0.55 -0.19 4.63 0.0543
C 0.30 1.04 4.06 -0.0038
O 0.13 2.22 4.72 -0.0078
C 0.46 2.31 6.09 -0.0003
N -0.16 2.04 -0.13 0.0555
C -0.09 2.59 -1.44 0.0142
C -1.02 2.19 -2.39 0.0111
C -0.96 2.66 -3.70 -0.0008
C 0.06 3.53 -4.06 0.0066
C 1.00 3.94 -3.12 0.0007
C 0.94 3.49 -1.81 0.0073
O 1.81 3.84 -0.83 0.0044
C 2.72 4.89 -1.07 0.0001
H -2.49 7.26 -1.43 0.0000
H -1.06 8.26 -1.07 0.0000
H -2.40 8.16 0.10 0.0000
H -0.46 8.67 1.29 -0.0001
H 0.99 8.58 3.26 0.0002
H 1.90 6.43 4.04 -0.0001
H 1.37 4.36 2.86 0.0002
H -0.70 4.46 -0.19 0.0003
H -0.24 3.09 2.92 0.0007
H 0.63 -2.11 1.84 0.0015
H 0.84 -2.27 4.27 -0.0015
H 0.66 -0.30 5.69 0.0032
H 0.07 1.48 6.68 -0.0001
H 0.00 3.24 6.43 0.0000
H 1.55 2.37 6.22 -0.0001
H -1.83 1.54 -2.08 0.0018
H -1.69 2.35 -4.42 -0.0001
H 0.13 3.90 -5.07 0.0004
H 1.77 4.62 -3.43 0.0000
H 3.23 5.07 -0.12 0.0000
H 2.19 5.80 -1.37 0.0001
H 3.45 4.62 -1.83 0.0001
S 3.43 -0.20 1.90 0.0211
P 3.68 -0.10 -0.05 0.0268
S 1.94 -0.07 -1.24 0.1108
C 4.75 -1.40 -0.75 0.0058
C 5.77 -1.91 0.04 0.0011
C 6.71 -2.75 -0.53 0.0005
C 6.63 -3.08 -1.87 0.0004
C 5.61 -2.57 -2.66 0.0001
C 4.66 -1.73 -2.10 0.0004
C 4.61 1.39 -0.56 0.0087
C 4.52 1.88 -1.85 0.0033
C 5.34 2.92 -2.25 0.0002
C 6.26 3.46 -1.35 0.0005
C 6.34 2.97 -0.06 0.0005
C 5.52 1.93 0.34 0.0018
H 5.83 -1.63 1.08 0.0002
H 7.53 -3.13 0.07 0.0001
H 7.38 -3.72 -2.31 0.0000
H 5.56 -2.81 -3.71 0.0000
H 3.87 -1.31 -2.70 -0.0004
H 3.81 1.44 -2.54 0.0018
H 5.28 3.30 -3.25 0.0000
H 6.90 4.27 -1.66 0.0000
H 7.05 3.39 0.63 0.0001
H 5.58 1.53 1.34 0.0004
O -2.79 -2.63 -1.08 0.0008
Cl -2.00 -2.00 -0.13 0.0121
O -0.60 -2.04 -0.55 0.0486
O -2.10 -2.55 1.15 0.0037
O -2.29 -0.57 -0.08 0.0432
```

Results
Strongest force on any atom: 0.070 hartree/bohr
2S+1: 4
Energy above the lowest of the compared OMol25 structures with the same formula, charge and spin: 28.80 kcal/mol
Net charge: +1
E_tot: -100179.0464 eV

=====

(2)
DFT (ωB97M-V/def2-TZVPD) results for a structure of composition C34H32HgN7O9S4Te at a distorted geometry.

```
88
Properties=species:S:1:pos:R:3:lowdin_spin:R:1
Hg -0.21 1.03 -0.02 0.0012
C 3.83 3.43 1.36 0.0000
C 2.78 2.37 1.16 0.0000
N 1.47 2.64 1.36 0.0000
N 1.07 3.52 2.17 -0.0006
C -0.67 4.69 1.09 0.0000
N -2.02 4.89 0.94 -0.0005
S -2.13 2.00 -0.78 0.0017
C 3.09 1.08 0.70 0.0001
C 4.44 0.67 0.47 0.0000
C 4.74 -0.64 0.22 0.0001
C 3.70 -1.59 0.17 0.0001
C 2.41 -1.12 0.33 0.0005
N 2.09 0.14 0.56 0.0002
H 3.37 4.42 1.26 0.0000
H 4.61 3.35 0.60 0.0000
H 4.30 3.38 2.35 0.0000
H -2.23 5.32 0.06 0.0000
H -2.58 4.07 1.10 0.0000
H 5.23 1.40 0.53 0.0000
H 5.76 -0.95 0.07 0.0000
H 3.89 -2.64 0.01 0.0000
H 1.58 -1.82 0.29 0.0007
O -1.58 -1.06 -1.18 0.0006
S -2.62 -2.08 -1.37 0.0002
C -2.49 -2.79 -3.12 0.0000
C -1.22 -2.47 -3.91 0.0000
C -1.20 -1.13 -4.65 0.0000
C 0.00 -1.07 -5.60 0.0000
S 1.63 -0.61 -4.81 0.0000
O 1.43 -0.66 -3.36 0.0000
C 1.63 1.12 -5.35 0.0000
C 2.43 1.47 -6.43 0.0000
C 2.45 2.79 -6.86 0.0000
C 1.68 3.74 -6.21 0.0000
C 0.88 3.38 -5.13 0.0000
C 0.85 2.06 -4.71 0.0000
C -1.95 -3.57 -0.58 0.0006
C -2.78 -4.52 0.00 -0.0001
C -2.21 -5.58 0.69 0.0002
C -0.83 -5.69 0.78 0.0000
C -0.01 -4.73 0.20 0.0003
C -0.57 -3.66 -0.48 0.0010
H -3.38 -2.39 -3.62 0.0000
H -2.59 -3.86 -2.99 0.0000
H -1.10 -3.28 -4.65 0.0000
H -0.36 -2.49 -3.25 0.0000
H -1.16 -0.33 -3.91 0.0000
H -2.11 -1.01 -5.24 0.0000
H -0.16 -0.34 -6.40 0.0000
H 0.18 -2.05 -6.05 0.0000
H 3.04 0.72 -6.92 0.0000
H 3.07 3.08 -7.70 0.0000
H 1.71 4.78 -6.54 0.0000
H 0.28 4.11 -4.60 0.0000
H 0.24 1.81 -3.84 0.0000
H -3.85 -4.42 -0.06 0.0000
H -2.84 -6.31 1.18 0.0000
H -0.39 -6.50 1.35 0.0000
H 1.07 -4.80 0.29 0.0000
H 0.04 -2.88 -0.91 0.0001
O -4.26 4.11 6.51 -0.0049
N -3.60 4.55 5.57 0.0018
O -3.67 5.72 5.21 0.0089
C -2.72 3.66 4.89 0.0136
C -1.91 4.15 3.86 0.0347
C -1.14 3.29 3.12 0.0070
C -1.16 1.88 3.37 0.0253
O -0.63 1.05 2.56 0.0240
C -1.87 1.44 4.54 -0.0085
C -2.67 2.32 5.25 0.0782
N -1.83 0.11 4.94 0.3436
O -2.67 -0.39 5.72 0.3763
O -0.79 -0.67 4.55 0.0262
N -0.32 3.77 2.06 -0.0010
O 0.17 5.30 0.45 0.0002
O 1.72 4.19 3.02 0.0000
H -1.92 5.21 3.62 0.0015
H -3.27 1.94 6.06 0.0067
Te -0.71 -1.32 2.59 0.0459
C -0.68 -3.33 3.37 0.0060
C 0.44 -4.03 3.71 0.0031
C 0.19 -5.33 4.22 0.0004
C -1.14 -5.61 4.28 0.0026
S -2.08 -4.29 3.70 0.0016
H 1.44 -3.62 3.61 0.0002
H 0.96 -6.03 4.53 0.0000
H -1.63 -6.51 4.62 0.0002
```

Results
Strongest force on any atom: 0.023 hartree/bohr
2S+1: 2
Energy above the lowest of the compared OMol25 structures with the same formula, charge and spin: 22.67 kcal/mol
Net charge: -2
E_tot: -119435.1629 eV

=====

(3)
DFT (ωB97M-V/def2-TZVPD) results for a structure of composition C34H32N8SV.

```
76
Properties=species:S:1:pos:R:3:lowdin_spin:R:1
V -0.28 -0.12 0.26 1.9544
C 2.91 1.74 -4.94 0.0003
C 2.30 1.77 -3.56 0.0016
C 1.38 2.75 -3.19 0.0008
C 0.78 2.75 -1.95 0.0022
C 1.10 1.79 -0.98 0.0049
N 0.44 1.66 0.25 -0.0204
C 0.29 2.71 1.14 0.0016
C 0.94 3.94 0.95 -0.0033
C 0.82 4.99 1.83 0.0004
C 0.04 4.87 2.98 -0.0031
C -0.08 5.99 3.98 -0.0005
C -0.58 3.66 3.20 0.0010
C -0.48 2.58 2.31 -0.0025
N -1.16 1.37 2.68 0.0037
C -2.06 1.24 3.67 0.0151
C -2.29 -0.10 3.88 0.0027
C -1.48 -0.75 2.95 0.0179
N -0.81 0.15 2.22 0.0029
C 2.06 0.82 -1.35 0.0020
C 2.62 0.80 -2.62 -0.0003
N 2.51 -0.15 -0.42 0.0048
C 3.77 -0.59 -0.24 0.0053
C 3.74 -1.52 0.78 0.0018
C 2.40 -1.60 1.16 0.0072
N 1.67 -0.76 0.43 0.0032
H 2.68 2.65 -5.49 0.0000
H 3.99 1.63 -4.89 0.0001
H 2.51 0.89 -5.50 0.0001
H 1.11 3.52 -3.91 0.0000
H 0.05 3.51 -1.71 0.0001
H 1.58 4.06 0.08 -0.0001
H 1.34 5.92 1.63 0.0001
H -0.05 6.96 3.48 -0.0001
H -1.00 5.93 4.54 0.0000
H 0.75 5.97 4.69 -0.0002
H -1.13 3.54 4.13 0.0002
H -2.50 2.09 4.16 0.0009
H -2.96 -0.55 4.59 -0.0001
H -1.39 -1.80 2.72 0.0009
H 3.30 0.00 -2.88 -0.0001
H 4.58 -0.20 -0.82 0.0004
H 4.58 -2.06 1.19 0.0001
H 1.93 -2.19 1.93 0.0004
C -3.79 2.77 -0.31 0.0007
C -4.88 1.91 -0.29 0.0037
C -4.66 0.55 -0.24 0.0007
C -3.36 0.06 -0.20 0.0035
N -2.30 0.90 -0.19 -0.0036
C -2.53 2.22 -0.25 0.0024
C -2.99 -1.37 -0.20 0.0073
C -3.92 -2.40 -0.19 -0.0030
C -3.49 -3.72 -0.17 0.0135
C -2.13 -4.00 -0.17 -0.0042
C -1.20 -2.96 -0.20 0.0058
C -1.62 -1.62 -0.21 -0.0331
H -3.91 3.84 -0.36 -0.0001
H -5.89 2.30 -0.32 0.0002
H -5.49 -0.14 -0.24 0.0000
H -1.65 2.85 -0.25 -0.0001
H -4.99 -2.20 -0.20 -0.0006
H -4.21 -4.52 -0.16 0.0008
H -1.79 -5.03 -0.16 -0.0008
H -0.14 -3.20 -0.23 0.0002
S 1.77 -2.70 -2.52 0.0004
C 1.92 -4.27 -1.99 0.0001
N 1.60 -5.38 -2.67 0.0000
C 1.74 -6.59 -1.86 0.0000
C 2.61 -6.09 -0.70 0.0000
N 2.39 -4.64 -0.77 0.0000
H 1.05 -5.32 -3.50 0.0000
H 2.23 -7.38 -2.42 0.0000
H 0.77 -6.96 -1.51 0.0000
H 3.66 -6.34 -0.84 0.0000
H 2.28 -6.49 0.26 0.0000
H 2.98 -3.99 -0.27 0.0000
```

Results
Strongest force on any atom: 0.019 hartree/bohr
2S+1: 3
Energy above the lowest of the compared OMol25 structures with the same formula, charge and spin: 7.77 kcal/mol
Net charge: +1
E_tot: -84217.6103 eV

=====

(4)
DFT (ωB97M-V/def2-TZVPD) results for a structure of composition C34H33AsN7S6SbTcTe.

```
84
Properties=species:S:1:pos:R:3:lowdin_charge:R:1
Tc -1.18 0.69 -1.49 0.6037
N 0.07 4.62 -2.31 0.0873
C 0.46 3.39 -2.00 -0.0787
N -0.63 2.65 -1.84 -0.0654
C -1.67 3.51 -2.08 -0.3122
N -1.28 4.72 -2.37 0.1898
C -3.03 2.98 -2.02 -0.2069
C -4.18 3.74 -2.18 -0.0125
N -5.38 3.19 -2.10 0.1430
C -5.44 1.89 -1.86 -0.0491
C -4.30 1.11 -1.70 -0.1110
N -3.09 1.66 -1.78 -0.1511
H 0.63 5.43 -2.50 0.1895
H 1.48 3.08 -1.89 0.1483
H -4.11 4.81 -2.37 0.1415
H -6.42 1.44 -1.80 0.1336
H -4.36 0.05 -1.50 0.1079
S -1.69 -3.50 -0.16 0.0074
As -2.04 -5.01 -1.44 0.4630
S -1.91 -1.17 -2.69 -0.0591
S -0.36 -2.50 -3.09 0.0012
S -1.38 -4.20 -3.47 0.0024
N 0.75 -0.08 -1.30 0.0167
C 1.84 -0.47 -1.41 -0.2370
N 2.99 -1.03 -1.65 -0.0639
C 3.73 -0.69 -2.89 -0.1169
C 4.81 0.34 -2.61 -0.1673
C 5.74 -0.16 -1.50 -0.1784
C 4.94 -0.50 -0.24 -0.1728
C 3.85 -1.52 -0.54 -0.1091
H 3.01 -0.37 -3.64 0.1066
H 4.18 -1.62 -3.23 0.1396
H 4.34 1.29 -2.30 0.1127
H 5.37 0.54 -3.53 0.1258
H 6.49 0.60 -1.27 0.1229
H 6.28 -1.04 -1.85 0.1271
H 4.48 0.41 0.16 0.1079
H 5.60 -0.90 0.53 0.1243
H 3.22 -1.74 0.32 0.1215
H 4.29 -2.46 -0.89 0.1376
S -1.89 0.65 0.63 0.2431
Sb -0.93 -0.27 2.64 1.4616
C -1.69 1.08 4.04 -0.3713
C -1.43 0.76 5.37 -0.1103
C -1.92 1.58 6.37 -0.0460
C -2.65 2.72 6.03 -0.0380
C -2.90 3.03 4.70 -0.0542
C -2.42 2.21 3.69 -0.1315
C 1.14 -0.20 2.84 -0.3678
C 1.74 1.03 2.59 -0.1290
C 3.07 1.22 2.91 -0.0634
C 3.80 0.18 3.47 -0.0473
C 3.20 -1.05 3.71 -0.0493
C 1.86 -1.25 3.40 -0.1040
C -1.94 -2.06 2.90 -0.4256
C -1.32 -3.23 3.33 -0.1364
C -2.10 -4.36 3.56 -0.0566
C -3.48 -4.30 3.35 -0.0409
C -4.08 -3.13 2.93 -0.0539
C -3.32 -2.00 2.70 -0.1508
H -0.87 -0.13 5.64 0.1086
H -1.74 1.34 7.41 0.1224
H -3.04 3.36 6.81 0.1230
H -3.47 3.91 4.45 0.1179
H -2.61 2.46 2.66 0.0598
H 1.16 1.86 2.18 0.1009
H 3.54 2.18 2.75 0.1191
H 4.84 0.33 3.73 0.1236
H 3.77 -1.85 4.17 0.1231
H 1.41 -2.20 3.63 0.0840
H -0.26 -3.29 3.48 0.0835
H -1.64 -5.27 3.90 0.1226
H -4.08 -5.18 3.54 0.1234
H -5.16 -3.09 2.79 0.1211
H -3.80 -1.07 2.39 0.0945
Te -1.68 0.57 -4.46 1.1676
C -0.51 -0.53 -5.70 -1.0704
C 0.84 -0.42 -5.91 -0.2313
C 1.29 -1.27 -6.94 -0.1439
C 0.27 -2.01 -7.48 -0.3510
S -1.23 -1.66 -6.77 0.9943
H 1.48 0.26 -5.36 0.0947
H 2.31 -1.34 -7.28 0.1211
H 0.33 -2.73 -8.28 0.0938
```

Results
Strongest force on any atom: 0.009 hartree/bohr
Energy above the lowest of the compared OMol25 structures with the same formula, charge and spin: 22.61 kcal/mol
Net charge: +3
E_tot: -188080.4416 eV

=====

(5)
DFT (ωB97M-V/def2-TZVPD) results for a structure of composition C34H33BN12OPbS5Se at a distorted geometry.

```
88
Properties=species:S:1:pos:R:3:lowdin_charge:R:1
Pb 0.06 -1.09 -0.38 1.1034
S -4.54 -0.38 1.13 0.9701
C -3.64 1.16 1.13 -0.3889
C -2.38 0.99 0.70 -0.2925
C -2.04 -0.33 0.36 -0.3502
C -3.15 -1.19 0.53 -0.5426
C -3.16 -2.65 0.30 -0.3088
C -4.21 -3.46 0.72 -0.0548
C -4.14 -4.87 0.53 -0.0672
C -3.10 -5.36 -0.25 -0.0792
C -2.15 -4.46 -0.73 -0.1771
N -2.11 -3.23 -0.28 0.0284
H -4.10 1.96 1.61 0.0304
H -1.72 1.82 0.49 0.0610
H -5.01 -3.16 1.37 0.0777
H -4.97 -5.48 0.87 0.0878
H -3.00 -6.36 -0.59 0.0841
H -1.38 -4.90 -1.33 0.0942
O 5.84 -4.89 -0.74 -0.1154
C 4.71 -4.54 -0.86 -1.1064
S 3.64 -4.23 0.51 0.8752
C 2.19 -3.82 -0.48 -1.1259
C 2.42 -3.75 -1.81 -1.2537
S 1.32 -3.24 -3.04 0.3538
S 3.97 -4.28 -2.41 0.9178
S 0.72 -3.63 0.49 0.4144
B -0.46 5.08 -0.80 -0.4400
N -2.06 4.84 -1.19 -0.0921
C -2.98 5.53 -1.90 -0.1062
C -4.18 4.82 -1.70 -0.1124
C -3.85 3.71 -0.90 -0.1813
N -2.57 3.78 -0.60 0.0362
N 0.25 3.79 -0.79 -0.0933
C 0.51 3.03 -1.91 -0.0808
C 1.11 1.86 -1.61 -0.0375
C 1.10 1.92 -0.18 -0.3202
N 0.59 3.10 0.31 0.1578
H 0.09 5.69 -1.61 0.0392
H -0.42 5.66 0.25 0.0456
H -2.71 6.44 -2.39 0.0964
H -5.08 5.16 -2.13 0.0517
H -4.46 2.95 -0.45 0.0678
H 0.24 3.42 -2.84 0.1075
H 1.44 0.99 -2.21 0.0984
H 1.97 1.96 1.53 0.1437
C -3.13 2.09 -4.57 -0.0431
N -2.16 1.02 -4.70 -0.1177
C -1.78 0.27 -3.60 -0.0414
C -0.92 -0.70 -4.07 -0.0654
N -0.80 -0.50 -5.43 -0.1498
C -0.16 -1.49 -6.28 -0.0457
C -1.55 0.51 -5.85 -0.7322
Se -1.75 1.08 -7.65 0.3868
H -4.17 1.77 -4.43 0.0958
H -3.05 2.70 -5.51 0.0643
H -2.84 2.84 -3.84 0.0721
H -2.05 0.42 -2.61 0.0865
H -0.33 -1.52 -3.51 0.0130
H 0.27 -2.21 -5.61 0.0431
H 0.56 -0.97 -6.97 0.0908
H -0.86 -1.89 -7.02 0.0744
C 0.10 0.94 2.59 -0.0713
C 1.04 0.17 1.66 -0.4211
N 1.82 1.21 0.86 -0.0393
C 3.12 0.49 0.56 0.0080
C 3.17 -0.48 1.49 -0.0891
N 2.11 -0.54 2.36 -0.0894
C 1.97 -1.71 3.14 -0.1203
N 3.05 -1.63 4.12 -0.0705
N 3.82 -2.66 4.27 0.0921
N 4.65 -2.41 5.23 0.0630
C 4.32 -1.26 5.79 -0.2949
C 5.06 -0.59 6.72 -0.0288
C 4.73 0.76 6.98 -0.0914
C 3.66 1.30 6.28 -0.1094
C 2.95 0.63 5.30 -0.0194
C 3.26 -0.67 5.05 -0.1479
H -0.69 1.60 2.13 0.0589
H 0.69 1.71 3.21 0.0797
H -0.42 0.26 3.25 0.0726
H 3.83 0.89 -0.12 0.1047
H 4.03 -1.22 1.59 0.1486
H 2.07 -2.61 2.51 0.0492
H 0.97 -1.75 3.65 0.1578
H 5.95 -1.05 7.20 0.1160
H 5.25 1.35 7.78 0.1083
H 3.37 2.31 6.50 0.0959
H 2.15 1.19 4.83 0.0904
```

Results
Strongest force on any atom: 0.072 hartree/bohr
Energy above the lowest of the compared OMol25 structures with the same formula, charge and spin: 97.40 kcal/mol
Net charge: -2
E_tot: -181166.7417 eV

=====

(6)
DFT (ωB97M-V/def2-TZVPD) results for a structure of composition C34H33BiClN3O7S.

```
80
Properties=species:S:1:pos:R:3:lowdin_charge:R:1
Bi 0.01 -0.45 0.42 1.7850
O 3.04 -1.13 -3.01 0.1300
C 2.02 -0.42 -2.51 -0.5020
O 2.12 0.20 -1.48 0.0174
C 0.85 -0.41 -3.46 -0.1074
O -0.39 -0.15 -2.85 -0.1443
C -1.27 -1.26 -2.86 -0.0903
C -1.02 -2.27 -1.71 -0.5448
O -1.25 -3.60 -2.26 0.0156
O 0.17 -2.07 -1.16 -0.2678
H 3.77 -1.09 -2.37 0.1187
H 1.05 0.39 -4.18 0.1491
H 0.84 -1.36 -4.00 0.1403
H -2.28 -0.85 -2.83 0.1286
H -1.16 -1.82 -3.80 0.1354
Cl -3.68 -6.19 -1.99 0.6474
C -2.84 -5.01 -1.02 -0.6194
C -2.44 -5.26 0.22 -0.0927
C -1.77 -4.25 1.03 -0.0032
C -1.67 -2.97 0.63 -0.3482
O -1.13 -2.02 1.37 -0.3041
C -2.24 -2.53 -0.72 -0.2068
C -3.16 -1.40 -0.44 -0.0276
N -2.61 -0.29 -0.17 0.0575
C -3.33 0.84 0.26 -0.2082
C -4.49 1.26 -0.32 -0.0267
C -5.13 2.43 0.12 -0.0692
C -4.61 3.16 1.15 -0.0295
C -3.42 2.73 1.78 -0.1470
C -2.86 3.41 2.89 -0.0011
C -1.73 2.93 3.48 -0.0311
C -1.13 1.77 2.95 -0.1464
N -1.60 1.13 1.91 0.0396
C -2.75 1.58 1.33 -0.1539
C -2.57 -3.69 -1.66 -0.2593
H -2.61 -6.23 0.66 0.1070
H -1.34 -4.52 1.98 0.1160
H -4.24 -1.57 -0.35 0.1580
H -4.90 0.70 -1.16 0.1184
H -6.04 2.75 -0.37 0.1088
H -5.10 4.06 1.50 0.1146
H -3.35 4.31 3.26 0.1207
H -1.29 3.41 4.34 0.1099
H -0.22 1.38 3.38 0.0597
H -3.34 -3.45 -2.39 0.1463
C 2.56 -4.13 -1.01 -0.0193
C 3.40 -3.06 -0.40 -0.3271
C 4.78 -2.98 -0.76 -0.0356
C 5.58 -2.08 -0.14 -0.0153
C 5.05 -1.24 0.87 -0.1638
C 5.85 -0.34 1.61 -0.0466
C 5.28 0.41 2.60 -0.0830
C 3.90 0.31 2.87 -0.1219
C 3.09 -0.55 2.16 -0.6012
S 1.40 -0.69 2.60 0.5559
C 3.67 -1.35 1.13 -0.2467
N 2.87 -2.24 0.47 0.1422
H 2.71 -4.19 -2.09 0.0846
H 1.51 -3.96 -0.79 0.0613
H 2.85 -5.10 -0.58 0.0879
H 5.17 -3.66 -1.51 0.1149
H 6.64 -2.00 -0.38 0.1165
H 6.91 -0.27 1.39 0.1088
H 5.88 1.10 3.18 0.1018
H 3.46 0.91 3.65 0.0958
C 1.59 3.00 0.87 -0.0694
C 0.66 3.95 0.16 -0.2795
O -0.36 3.20 -0.47 -0.1823
C -1.05 3.96 -1.45 -0.2774
C -1.98 3.04 -2.22 -0.0481
H 2.46 3.53 1.27 0.0839
H 1.95 2.25 0.16 0.0609
H 1.09 2.49 1.69 0.0398
H 1.21 4.54 -0.58 0.1161
H 0.21 4.67 0.87 0.1198
H -0.32 4.42 -2.13 0.1156
H -1.60 4.77 -0.97 0.1210
H -1.46 2.12 -2.49 0.0684
H -2.32 3.53 -3.13 0.0807
H -2.85 2.79 -1.62 0.0488
```

Results
Strongest force on any atom: 0.010 hartree/bohr
E_tot: -83793.9022 eV